This record from OMol25 describes a cluster of 2 separate species, C9H14 in total. The level of theory is ωB97M-V/def2-TZVPD.

Positions of all 23 atoms, in Å:
C: -0.5820 3.1828 -1.0354
C: 1.4697 0.0260 0.9676
C: 1.9550 0.4737 -0.2178
C: 0.2207 0.5312 1.3722
C: 1.4071 1.5339 -0.9149
C: -0.4992 1.4440 0.5879
C: 0.0920 2.0003 -0.5247
H: 2.0831 -0.5729 1.6258
H: 2.8943 0.2614 -0.6409
H: -0.1837 0.1855 2.3646
H: 1.8244 1.8773 -1.8259
H: -1.4695 1.5836 0.9858
H: -0.5821 3.3128 -2.0069
H: -0.0691 4.0603 -0.6154
H: -1.6409 3.2601 -0.7163
C: -0.3825 -3.3693 -0.3454
C: -1.2777 -2.4344 0.5769
H: -0.1681 -2.8893 -1.3389
H: 0.4595 -3.6617 0.1601
H: -1.0409 -4.0711 -0.8241
H: -2.3284 -2.3064 0.2965
H: -0.9314 -1.4546 0.5298
H: -1.2503 -2.9733 1.5394

Summary:
**Electronic energy**: -351.26590 hartree
**ΔE to the lowest compared entry with this formula, charge and spin**: 168.8 kJ/mol
**Total charge**: 0

---

This record from OMol25 describes an isolated molecule of C9H14. The level of theory is ωB97M-V/def2-TZVPD.

Positions of all 23 atoms, in Å:
C: -0.4388 -0.8585 0.0078
C: 0.2230 0.4764 0.5054
C: -1.8237 -1.1157 0.6073
C: 0.4484 -2.0879 0.2131
C: -0.6829 1.7033 0.4606
C: 1.5808 0.7407 -0.0772
C: 2.3149 1.8155 0.1503
C: -0.5406 -0.4837 -1.4015
C: -0.6409 -0.1276 -2.5522
H: 0.3446 0.1502 1.5679
H: 1.9315 0.0078 -0.7868
H: -1.7603 -1.1387 1.6955
H: 1.4376 -1.9553 -0.2143
H: -2.5334 -0.3489 0.3139
H: -2.1991 -2.0685 0.2461
H: -0.0118 -2.9503 -0.2631
H: 0.5609 -2.2818 1.2785
H: -0.9266 1.9292 -0.5703
H: -0.1804 2.5644 0.8856
H: -1.6094 1.5409 1.0205
H: 2.0258 2.5846 0.8488
H: 3.2620 1.9627 -0.3403
H: -0.7816 -0.0588 -3.5955

Summary:
**Electronic energy**: -351.22766 hartree
**ΔE to the lowest compared entry with this formula, charge and spin**: 269.2 kJ/mol
**Total charge**: 0

---

This record from OMol25 describes a cluster of 2 separate species, C9H14 in total. The level of theory is ωB97M-V/def2-TZVPD.

Positions of all 23 atoms, in Å:
C: -1.8557 -1.4339 1.8106
C: -2.7715 -2.0254 0.7411
H: -0.9060 -1.8225 1.6671
H: -1.8123 -0.3777 1.6053
H: -2.1289 -1.6386 2.8101
H: -3.7541 -1.6782 0.9222
H: -3.0284 -3.1342 0.8435
H: -2.5727 -1.7794 -0.3205
C: 1.4224 -1.2360 -1.9389
C: -0.2677 1.9314 -0.4947
C: 0.0837 0.8386 -1.3950
C: 0.4902 2.1607 0.6640
C: 1.1002 -0.0582 -1.0184
C: 1.3331 1.1425 1.0721
C: 1.6206 0.0735 0.2414
H: -1.0891 2.5988 -0.7969
H: -0.4733 0.7926 -2.2635
H: 0.3314 2.9260 1.3852
H: 1.7488 1.1551 2.0547
H: 2.4324 -1.4472 -2.3027
H: 0.7385 -1.1477 -2.7704
H: 2.3839 -0.5830 0.6482
H: 1.1989 -2.2236 -1.5759

Summary:
**Electronic energy**: -351.29226 hartree
**ΔE to the lowest compared entry with this formula, charge and spin**: 99.6 kJ/mol
**Total charge**: 0

---

This record from OMol25 describes a cluster of 2 separate species, C9H14 in total. The level of theory is ωB97M-V/def2-TZVPD.

Positions of all 23 atoms, in Å:
C: -2.0940 0.7146 0.8355
C: -2.3766 -0.4253 1.7672
H: -1.6458 0.5264 -0.1331
H: -2.9711 1.2078 0.5157
H: -1.5218 1.4888 1.3617
H: -2.9263 -1.1617 1.2911
H: -3.0594 0.0057 2.6082
H: -1.4337 -0.6502 2.3536
C: 1.4614 -1.0988 -2.7001
C: 1.5863 0.8589 -1.1993
C: 1.2753 -0.4880 -1.3639
C: 1.4359 1.5216 0.0270
C: 0.8566 0.8704 1.1106
C: 0.8913 -1.1674 -0.2410
C: 0.6533 -0.4535 0.8950
H: 2.0588 1.4550 -1.7864
H: 1.7676 2.5705 0.0885
H: 1.4525 -0.2349 -3.4885
H: 0.5353 -1.7542 -2.9772
H: 0.4586 1.2702 2.0770
H: 0.7559 -2.3131 -0.1836
H: 0.5091 -0.9576 1.8705
H: 2.3307 -1.7854 -2.7287

Summary:
**Electronic energy**: -351.25503 hartree
**ΔE to the lowest compared entry with this formula, charge and spin**: 197.3 kJ/mol
**Total charge**: 0

---

This record from OMol25 describes a cluster of 2 separate species, C9H14 in total. The level of theory is ωB97M-V/def2-TZVPD.

Positions of all 23 atoms, in Å:
C: 2.7582 0.7031 -0.5620
C: 4.1506 1.1836 -1.0002
H: 3.0204 -0.0846 0.1416
H: 1.9856 1.3818 -0.2143
H: 2.3038 0.2434 -1.4476
H: 4.3098 1.8587 -1.8419
H: 4.6740 0.2881 -1.3205
H: 4.7216 1.5221 -0.1304
C: -0.5048 -0.1242 2.1108
C: -3.0791 -0.8204 -1.2166
C: -2.9214 0.4594 -0.7460
C: -2.5034 -1.9067 -0.5484
C: -2.1330 0.7136 0.3723
C: -1.7245 -1.6286 0.5490
C: -1.4752 -0.3355 1.0091
H: -3.5807 -1.0384 -2.1532
H: -3.4621 1.2847 -1.1932
H: -2.6988 -2.9061 -0.9076
H: -2.1605 1.7015 0.8164
H: -1.1398 -2.3976 1.0510
H: -0.2061 0.9280 2.1854
H: 0.4566 -0.6151 1.9235
H: -0.7910 -0.4106 3.1229

Summary:
**Electronic energy**: -351.30898 hartree
**ΔE to the lowest compared entry with this formula, charge and spin**: 55.7 kJ/mol
**Total charge**: 0

---

This record from OMol25 describes a cluster of 2 separate species, C9H14 in total. The level of theory is ωB97M-V/def2-TZVPD.

Positions of all 23 atoms, in Å:
C: -0.0311 2.4445 -1.4790
C: -1.3290 0.4622 -1.1483
C: -0.8516 1.6539 -0.5985
C: -2.0833 -0.3645 -0.3099
C: -2.1536 -0.0942 1.0337
C: -1.2611 2.1205 0.6658
C: -1.9740 1.2700 1.5075
H: -1.3199 0.1862 -2.2099
H: -2.5271 -1.2602 -0.6250
H: 0.9504 2.7594 -1.0340
H: -0.6045 3.4694 -1.6926
H: -2.4598 -0.8488 1.8241
H: -1.0142 3.1306 0.9505
H: -2.1671 1.5089 2.4814
H: 0.0042 1.9072 -2.5271
C: 3.0466 -2.1388 0.0733
C: 1.7271 -2.4867 0.6657
H: 3.7062 -1.8227 0.9638
H: 3.5526 -2.9950 -0.3575
H: 3.0688 -1.4142 -0.6594
H: 0.9934 -2.8180 -0.0618
H: 1.0779 -1.5273 0.9223
H: 1.6493 -3.1423 1.6147

Summary:
**Electronic energy**: -351.26316 hartree
**ΔE to the lowest compared entry with this formula, charge and spin**: 176.0 kJ/mol
**Total charge**: 0

---

This record from OMol25 describes a cluster of 2 separate species, C9H14 in total. The level of theory is ωB97M-V/def2-TZVPD.

Positions of all 23 atoms, in Å:
C: -2.8549 1.2062 -1.0924
C: -2.1199 1.0717 -2.4171
H: -3.5016 0.3407 -0.8943
H: -2.2552 1.2993 -0.1914
H: -3.6222 1.9811 -1.1765
H: -2.4529 1.7294 -3.2174
H: -2.2041 0.0610 -2.8322
H: -1.0404 1.2075 -2.3950
C: 2.2789 -0.1915 2.9249
C: 1.8786 -1.6852 0.8843
C: 1.6360 -0.5026 1.5915
C: 1.2821 -1.9009 -0.3362
C: 0.7355 0.3929 1.0400
C: 0.4412 -0.9642 -0.9178
C: 0.2136 0.2251 -0.2495
H: 2.6143 -2.3676 1.2894
H: 1.5190 -2.7705 -0.9464
H: 3.3278 -0.4786 2.9358
H: 1.7987 -0.8330 3.6700
H: 0.5297 1.3240 1.5544
H: -0.0611 -1.1525 -1.8584
H: -0.2289 1.1588 -0.5445
H: 2.0857 0.8488 3.1788

Summary:
**Electronic energy**: -351.30495 hartree
**ΔE to the lowest compared entry with this formula, charge and spin**: 66.3 kJ/mol
**Total charge**: 0

---

This record from OMol25 describes a cluster of 2 separate species, C9H14 in total. The level of theory is ωB97M-V/def2-TZVPD.

Positions of all 23 atoms, in Å:
C: -0.8349 3.0187 -1.4593
C: -2.2021 2.3609 -1.5558
H: -0.5746 3.5769 -0.5631
H: -0.0515 2.2653 -1.5067
H: -0.6100 3.6611 -2.3101
H: -2.7720 2.6481 -2.4416
H: -2.8216 2.6353 -0.7007
H: -2.1897 1.2763 -1.6549
C: 2.6959 -2.6147 0.7792
C: 0.4036 -2.0385 1.7875
C: 1.3776 -1.8317 0.8267
C: -0.7310 -1.2358 1.8448
C: 1.1844 -0.8632 -0.1647
C: -0.9721 -0.3470 0.8176
C: -0.0489 -0.2130 -0.2018
H: 0.5955 -2.8074 2.5297
H: -1.2823 -1.2187 2.7550
H: 2.4228 -3.6718 0.7328
H: 3.2786 -2.3314 1.6502
H: 2.0505 -0.4678 -0.6784
H: -1.8896 0.2208 0.7468
H: -0.1881 0.4205 -1.0549
H: 3.1596 -2.4430 -0.1785

Summary:
**Electronic energy**: -351.30175 hartree
**ΔE to the lowest compared entry with this formula, charge and spin**: 74.7 kJ/mol
**Total charge**: 0

---

This record from OMol25 describes a cluster of 2 separate species, C9H14 in total. The level of theory is ωB97M-V/def2-TZVPD.

Positions of all 23 atoms, in Å:
C: 1.2448 1.1896 -1.4307
C: 1.8808 0.6757 -2.7086
H: 1.2891 0.4658 -0.6253
H: 1.6548 2.1171 -1.0440
H: 0.1696 1.3037 -1.5310
H: 2.9546 0.8917 -2.7033
H: 1.5431 1.2671 -3.5615
H: 1.6848 -0.3616 -2.9636
C: 0.3134 -2.1951 1.9753
C: -1.9269 1.0587 0.3212
C: -1.1738 1.2413 1.4721
C: -1.9447 -0.1675 -0.3213
C: -0.3392 0.2315 1.9192
C: -1.1985 -1.2088 0.2066
C: -0.4507 -1.0452 1.3700
H: -2.6488 1.8193 0.0464
H: -1.2317 2.2172 1.8669
H: -2.5496 -0.2963 -1.2047
H: 0.2879 0.2866 2.8021
H: -1.2426 -2.1520 -0.3283
H: 0.6181 -1.9625 2.9956
H: 1.2831 -2.2425 1.4842
H: -0.2178 -3.1338 1.9626

Summary:
**Electronic energy**: -351.31546 hartree
**ΔE to the lowest compared entry with this formula, charge and spin**: 38.7 kJ/mol
**Total charge**: 0

---

This record from OMol25 describes a cluster of 2 separate species, C9H14 in total. The level of theory is ωB97M-V/def2-TZVPD.

Positions of all 23 atoms, in Å:
C: 2.7608 0.5849 -0.4184
C: 4.1869 1.0666 -0.7795
H: 2.6219 0.0840 0.5330
H: 2.1789 1.5088 -0.4020
H: 2.3721 -0.0317 -1.2259
H: 4.0555 2.0129 -1.3205
H: 4.7373 0.4339 -1.4551
H: 4.7079 1.4264 0.1118
C: -0.4116 -0.0828 1.9477
C: -3.1459 -0.7964 -1.2550
C: -2.9467 0.4853 -0.7862
C: -2.5372 -1.8700 -0.5944
C: -2.1324 0.7201 0.3117
C: -1.6764 -1.6442 0.4585
C: -1.4519 -0.3361 0.8919
H: -3.8454 -1.1063 -2.0165
H: -3.3293 1.2812 -1.4170
H: -2.7059 -2.8698 -0.9758
H: -1.8966 1.7122 0.6750
H: -1.2279 -2.4501 1.0328
H: -0.1482 0.9662 2.0864
H: 0.5245 -0.5874 1.6837
H: -0.6905 -0.5078 2.9136

Summary:
**Electronic energy**: -351.31080 hartree
**ΔE to the lowest compared entry with this formula, charge and spin**: 50.9 kJ/mol
**Total charge**: 0

---

Repeat the third record exactly.
This record from OMol25 describes a cluster of 2 separate species, C9H14 in total. The level of theory is ωB97M-V/def2-TZVPD.

Positions of all 23 atoms, in Å:
C: -1.8557 -1.4339 1.8106
C: -2.7715 -2.0254 0.7411
H: -0.9060 -1.8225 1.6671
H: -1.8123 -0.3777 1.6053
H: -2.1289 -1.6386 2.8101
H: -3.7541 -1.6782 0.9222
H: -3.0284 -3.1342 0.8435
H: -2.5727 -1.7794 -0.3205
C: 1.4224 -1.2360 -1.9389
C: -0.2677 1.9314 -0.4947
C: 0.0837 0.8386 -1.3950
C: 0.4902 2.1607 0.6640
C: 1.1002 -0.0582 -1.0184
C: 1.3331 1.1425 1.0721
C: 1.6206 0.0735 0.2414
H: -1.0891 2.5988 -0.7969
H: -0.4733 0.7926 -2.2635
H: 0.3314 2.9260 1.3852
H: 1.7488 1.1551 2.0547
H: 2.4324 -1.4472 -2.3027
H: 0.7385 -1.1477 -2.7704
H: 2.3839 -0.5830 0.6482
H: 1.1989 -2.2236 -1.5759

Summary:
**Electronic energy**: -351.29226 hartree
**ΔE to the lowest compared entry with this formula, charge and spin**: 99.6 kJ/mol
**Total charge**: 0